(1)
This record from OMol25 describes the molecule C5H7I. The level of theory is ωB97M-V/def2-TZVPD.

The geometry in XYZ format:
```
13
Properties=species:S:1:pos:R:3
I 3.4095 0.0418 -0.0007
C 1.3244 -0.0131 -0.1180
C 0.3956 1.2116 -0.3209
C -0.7712 0.5269 0.4318
C 0.2540 -0.5967 0.7764
C 0.6621 -1.3790 -0.4319
H 0.1379 1.5424 -1.3940
H 0.7195 1.9570 0.5055
H -1.3271 1.1214 1.1590
H -1.5779 0.0559 -0.1892
H 0.4236 -1.0397 1.8462
H 1.4569 -2.1539 -0.2936
H -0.0497 -1.6462 -1.2090
```

- frontier orbital gap (eV) = 9.673
- SMILES = I[C@]12CC[C@H]1C2
- spin multiplicity = 1
- relative energy (zero: lowest compared OMol25 entry of this formula, charge and spin) (kcal per mole) = 20.31
- LUMO energy (eV) = 0.63

***

(2)
This record from OMol25 describes the molecule C5H7I. The level of theory is ωB97M-V/def2-TZVPD.

The geometry in XYZ format:
```
13
Properties=species:S:1:pos:R:3
C 1.0324 -0.8715 0.5947
C 0.3109 -1.1297 -0.6633
C -0.9796 1.3591 -0.5095
C -1.6689 0.3630 0.4309
C -0.6353 0.0158 -0.5868
I -3.7511 -0.0698 0.0391
H 0.3685 -0.9881 1.4903
H 1.7584 -0.0102 0.5224
H 0.7891 -0.9009 -1.6530
H -0.3121 -2.0860 -0.8305
H -1.6271 1.9368 -1.2290
H -0.2876 2.0815 -0.0379
H -1.3467 0.3028 1.4355
```

- frontier orbital gap (alpha / beta) (eV) = 7.765 / 7.977
- <S²> = 2.010
- spin multiplicity = 3
- relative energy (zero: lowest compared OMol25 entry of this formula, charge and spin) (kcal per mole) = 23.93
- LUMO energy (alpha / beta) (eV) = 0.65 / -1.05

***

(3)
This record from OMol25 describes the ion C5H7IN with charge +1. The level of theory is ωB97M-V/def2-TZVPD.

The geometry in XYZ format:
```
14
Properties=species:S:1:pos:R:3
C 1.6635 0.8543 -0.2587
C -0.2363 -1.5048 -1.1186
C -1.3888 -1.2613 -0.1636
C -0.1871 1.5144 1.3052
C -0.1758 -0.4718 -0.0902
N 0.3679 0.7227 0.2930
I 0.7389 3.2551 2.0207
H 2.2437 0.0581 -0.6480
H 2.0604 1.8727 -0.2922
H 0.2958 -2.4324 -0.9813
H -0.5117 -1.2761 -2.0958
H -2.3591 -0.6723 -0.4555
H -1.5190 -1.8137 0.6657
H -0.9925 1.1549 1.8193
```

- frontier orbital gap (alpha / beta) (eV) = 7.250 / 6.711
- spin multiplicity = 1
- relative energy (zero: lowest compared OMol25 entry of this formula, charge and spin) (kcal per mole) = 107.53
- LUMO energy (alpha / beta) (eV) = -6.03 / -5.85
- net charge = +1

***

(4)
This record from OMol25 describes a structure of composition C5H7IO. The level of theory is ωB97M-V/def2-TZVPD.

The geometry in XYZ format:
```
14
Properties=species:S:1:pos:R:3
C 1.0063 -1.6671 1.3575
C 1.1054 -0.6902 0.4368
C -0.3386 1.3098 -1.1586
C -1.2439 0.0254 -1.0758
C -0.5273 0.4542 0.1514
O -0.9370 0.9533 1.3582
I 2.9024 -0.3341 -0.6669
H 1.6368 -2.5453 1.4955
H 0.2108 -1.7488 2.1122
H 0.5339 1.2917 -1.8902
H -0.9427 2.1578 -1.1594
H -2.3351 0.0072 -1.1408
H -0.7901 -0.8608 -1.4130
H -0.2809 1.6469 1.5931
```

- frontier orbital gap (eV) = 9.294
- spin multiplicity = 1
- relative energy (zero: lowest compared OMol25 entry of this formula, charge and spin) (kcal per mole) = 56.17
- LUMO energy (eV) = 0.48

***

(5)
This record from OMol25 describes a structure of composition C5H7InO4. The level of theory is ωB97M-V/def2-TZVPD.

The geometry in XYZ format:
```
17
Properties=species:S:1:pos:R:3
O 1.7215 0.0435 -0.5394
C 1.1317 -1.1497 -0.0969
C -0.3399 -1.1462 -0.4596
O -0.8703 0.1272 -0.0471
C -2.2330 0.2575 -0.0923
C -2.8716 1.2334 0.5449
In 0.5706 1.6763 -0.5958
H 1.2457 -1.2321 0.9981
H 1.6012 -2.0350 -0.5580
H -0.8733 -1.9538 0.0596
H -0.4876 -1.2551 -1.5447
H -2.7410 -0.4865 -0.7110
H -2.3426 1.9613 1.1612
H -3.9535 1.3079 0.4465
O 2.9876 1.9230 0.4322
C 3.3289 0.7659 0.3246
O 4.1257 -0.0377 0.6777
```

- frontier orbital gap (alpha / beta) (eV) = 9.579 / 6.238
- <S²> = 0.754
- spin multiplicity = 2
- relative energy (zero: lowest compared OMol25 entry of this formula, charge and spin) (kcal per mole) = 0.00
- LUMO energy (alpha / beta) (eV) = -4.65 / -7.95
- net charge = +1

***

(6)
This record from OMol25 describes the molecule C5H7N. The level of theory is ωB97M-V/def2-TZVPD.

The geometry in XYZ format:
```
13
Properties=species:S:1:pos:R:3
C -0.7633 1.5153 -0.8215
C -0.0885 0.2853 -0.3006
C -0.2324 -1.0275 -0.7559
C 0.3915 -1.9612 0.1208
N 1.0791 -1.0460 1.0130
C 0.7270 0.2323 0.8299
H -1.6930 1.2670 -1.3442
H -1.0195 2.1841 0.0072
H -0.1189 2.0631 -1.5137
H -0.7537 -1.2995 -1.6747
H -0.1938 -1.7449 1.1725
H 1.6385 -1.4658 1.7426
H 1.0270 0.9977 1.5247
```

- frontier orbital gap (eV) = 8.864
- SMILES = Cc1cc[nH]c1
- spin multiplicity = 1
- relative energy (zero: lowest compared OMol25 entry of this formula, charge and spin) (kcal per mole) = 87.44
- LUMO energy (eV) = 0.79

***

(7)
This record from OMol25 describes the molecule C5H7N. The level of theory is ωB97M-V/def2-TZVPD.

The geometry in XYZ format:
```
13
Properties=species:S:1:pos:R:3
C -1.0905 -1.1777 0.2496
C -1.0715 0.0818 -0.5750
N -0.6620 1.3016 0.3813
C 0.2401 0.7717 -0.6686
C 1.4836 0.2189 -0.1416
C 2.4991 -0.3296 0.2079
H -0.2762 -1.2957 0.9892
H -2.0503 -1.2520 0.7747
H -1.0412 -2.0316 -0.4337
H -1.3480 2.0122 0.1953
H -0.3849 1.1569 1.3487
H 0.4123 1.4624 -1.4942
H 3.4031 -0.8099 0.5113
```

- frontier orbital gap (eV) = 8.262
- spin multiplicity = 1
- relative energy (zero: lowest compared OMol25 entry of this formula, charge and spin) (kcal per mole) = 120.63
- LUMO energy (eV) = 0.89

***

(8)
This record from OMol25 describes a structure of composition C5H7N. The level of theory is ωB97M-V/def2-TZVPD.

The geometry in XYZ format:
```
13
Properties=species:S:1:pos:R:3
N 2.0263 1.2142 1.3563
C 1.5444 0.5327 0.4219
C 1.2290 -0.2638 -0.7032
C 0.0060 0.1258 0.1376
C -1.1192 -0.8306 0.4092
C -1.3436 0.3810 -0.4718
H 1.5149 -1.3044 -0.6563
H 1.2991 0.2370 -1.6590
H 0.9789 1.2107 1.5361
H -1.6234 -0.8664 1.3753
H -1.0704 -1.8003 -0.0883
H -1.4356 0.1947 -1.5432
H -2.0063 1.1694 -0.1147
```

- frontier orbital gap (eV) = 9.757
- spin multiplicity = 1
- relative energy (zero: lowest compared OMol25 entry of this formula, charge and spin) (kcal per mole) = 114.18
- LUMO energy (eV) = 1.01

***

(9)
This record from OMol25 describes the molecule C5H7N. The level of theory is ωB97M-V/def2-TZVPD.

The geometry in XYZ format:
```
13
Properties=species:S:1:pos:R:3
C -1.1181 -0.9233 0.6246
C -1.1225 0.3491 -0.2109
N -1.0165 1.5683 0.3363
C 0.3586 0.9512 -0.6180
C 1.4516 0.1169 -0.1398
C 2.4257 -0.5129 0.1810
H -0.4723 -0.8105 1.4981
H -2.1463 -1.0845 0.9672
H -0.8125 -1.7996 0.0427
H -1.6796 0.2151 -1.1623
H 0.5266 1.9872 -0.2707
H 0.3052 1.0030 -1.7074
H 3.3001 -1.0601 0.4593
```

- frontier orbital gap (eV) = 9.358
- spin multiplicity = 1
- relative energy (zero: lowest compared OMol25 entry of this formula, charge and spin) (kcal per mole) = 134.46
- LUMO energy (eV) = 0.97

***

(10)
This record from OMol25 describes the molecule C5H7N. The level of theory is ωB97M-V/def2-TZVPD.

The geometry in XYZ format:
```
13
Properties=species:S:1:pos:R:3
C -2.1111 0.4197 0.2441
N -0.5959 -0.1765 -0.4667
C 0.1176 -1.1520 0.2928
C 1.3871 -0.7410 0.4724
C 1.5447 0.5246 -0.2268
C 0.3638 0.8259 -0.7985
H -2.0388 -0.1231 1.2064
H -1.1424 -0.5287 -1.2401
H -1.7738 1.4438 0.4929
H -0.4058 -2.0303 0.6422
H 2.1519 -1.2505 1.0467
H 2.4489 1.1211 -0.2641
H 0.0538 1.6670 -1.4014
```

- frontier orbital gap (eV) = 8.140
- spin multiplicity = 1
- relative energy (zero: lowest compared OMol25 entry of this formula, charge and spin) (kcal per mole) = 100.97
- LUMO energy (eV) = 0.61

***

(11)
This record from OMol25 describes the molecule C5H7N. The level of theory is ωB97M-V/def2-TZVPD.

The geometry in XYZ format:
```
13
Properties=species:S:1:pos:R:3
C 1.3260 -0.6747 1.5328
C 0.4143 -0.1153 0.4934
C 0.3902 1.1172 -0.1019
C -0.6140 1.1055 -1.1035
C -1.1549 -0.1487 -1.1187
N -0.5218 -0.8744 -0.1489
H 2.3697 -0.6047 1.2405
H 1.2159 -0.1091 2.4614
H 1.1085 -1.7169 1.7638
H 1.0565 1.9244 0.1593
H -0.6881 1.9143 -1.8112
H -1.9389 -0.5559 -1.7290
H -0.7557 -1.8283 0.0856
```

- frontier orbital gap (eV) = 9.014
- SMILES = Cc1ccc[nH]1
- spin multiplicity = 1
- relative energy (zero: lowest compared OMol25 entry of this formula, charge and spin) (kcal per mole) = 2.66
- LUMO energy (eV) = 1.06

***

(12)
This record from OMol25 describes a structure of composition C5H7N. The level of theory is ωB97M-V/def2-TZVPD.

The geometry in XYZ format:
```
13
Properties=species:S:1:pos:R:3
C 0.7832 0.4509 0.3683
C 0.9296 1.4768 -0.7230
C 0.3589 -0.9262 0.0806
N 1.5327 -1.2227 -0.1300
H -0.8052 0.7907 1.0716
H 1.3086 0.6622 1.2961
H 0.4229 1.1720 -1.6382
H 1.9838 1.6349 -0.9619
H 0.5112 2.4297 -0.3927
C -1.0330 -1.4241 0.1987
C -1.9072 -2.2403 -0.0180
H -2.6571 -2.9765 -0.1450
H -1.4284 0.1725 0.9934
```

- frontier orbital gap (eV) = 9.599
- spin multiplicity = 1
- relative energy (zero: lowest compared OMol25 entry of this formula, charge and spin) (kcal per mole) = 155.94
- LUMO energy (eV) = 0.67

***

(13)
This record from OMol25 describes the molecule C5H7N. The level of theory is ωB97M-V/def2-TZVPD.

The geometry in XYZ format:
```
13
Properties=species:S:1:pos:R:3
N 3.4697 0.0822 0.1616
C 2.3442 -0.1130 -0.0187
C 0.9213 -0.4039 -0.2055
C -1.4860 -0.9117 0.8505
C -1.4879 0.3024 -0.0171
C -0.0152 0.7936 0.0355
H 0.7708 -0.8185 -1.2090
H -1.6129 -1.7975 0.1872
H 0.6684 -1.1891 0.5233
H -1.8005 0.1829 -1.0651
H -2.1066 1.0771 0.4554
H 0.1920 1.2216 1.0197
H 0.1428 1.5739 -0.7176
```

- frontier orbital gap (alpha / beta) (eV) = 8.376 / 8.377
- spin multiplicity = 1
- relative energy (zero: lowest compared OMol25 entry of this formula, charge and spin) (kcal per mole) = 102.83
- LUMO energy (alpha / beta) (eV) = -0.90 / -0.90

***

(14)
This record from OMol25 describes a cluster of 2 separate species, C5H7N in total. The level of theory is ωB97M-V/def2-TZVPD.

The geometry in XYZ format:
```
13
Properties=species:S:1:pos:R:3
C 0.0931 0.2567 2.4711
C 0.4624 0.6389 1.3959
C 0.8717 1.0745 0.1080
C 1.9302 0.5383 -0.5079
H -0.2504 -0.0970 3.4158
H 0.2809 1.8427 -0.3814
H 2.2191 0.8663 -1.5007
H 2.5309 -0.2351 -0.0380
C -1.2898 -1.1562 -1.1231
N -2.3429 -1.1243 -0.3842
H -0.5820 -1.9977 -1.0615
H -1.0544 -0.3460 -1.8325
H -2.8687 -0.2611 -0.5616
```

- frontier orbital gap (eV) = 10.187
- SMILES = C#CC=C.C=N
- spin multiplicity = 1
- relative energy (zero: lowest compared OMol25 entry of this formula, charge and spin) (kcal per mole) = 81.21
- LUMO energy (eV) = 0.81

***

(15)
This record from OMol25 describes the molecule C5H7N. The level of theory is ωB97M-V/def2-TZVPD.

The geometry in XYZ format:
```
13
Properties=species:S:1:pos:R:3
C -1.3173 1.8426 1.8311
C -0.5864 1.0960 1.2242
C -0.7706 0.0006 0.2844
N -0.2877 -1.3696 0.4460
C 0.0541 -0.6151 -0.7644
C 1.4761 -0.2990 -1.1144
H -2.2050 2.2770 2.2300
H -1.8265 0.0378 0.0454
H 0.5128 -1.3706 1.0772
H -0.5627 -0.9081 -1.6129
H 2.0462 0.0581 -0.2506
H 1.9471 -1.2119 -1.4967
H 1.5200 0.4624 -1.8994
```

- frontier orbital gap (eV) = 9.872
- SMILES = C#C[C@@H]1N[C@@H]1C
- spin multiplicity = 1
- relative energy (zero: lowest compared OMol25 entry of this formula, charge and spin) (kcal per mole) = 89.94
- LUMO energy (eV) = 0.77

***

(16)
This record from OMol25 describes the molecule C5H7N. The level of theory is ωB97M-V/def2-TZVPD.

The geometry in XYZ format:
```
13
Properties=species:S:1:pos:R:3
C 0.2020 0.2933 2.8563
C -0.0433 0.6361 1.7246
C -0.0932 0.8539 0.2735
C -1.2093 0.5522 -0.7588
N -0.2280 -0.3957 -0.3993
C 0.7541 -1.0698 -1.1885
H 0.4158 -0.0232 3.8563
H 0.5892 1.6496 -0.0474
H -1.1688 0.9789 -1.7754
H -2.2315 0.3765 -0.4302
H 1.4303 -1.5612 -0.4806
H 1.3531 -0.4497 -1.8740
H 0.2296 -1.8408 -1.7566
```

- frontier orbital gap (eV) = 10.079
- SMILES = C#C[C@@H]1CN1C
- spin multiplicity = 1
- relative energy (zero: lowest compared OMol25 entry of this formula, charge and spin) (kcal per mole) = 86.83
- LUMO energy (eV) = 1.08

***

(17)
This record from OMol25 describes the molecule C5H7N. The level of theory is ωB97M-V/def2-TZVPD.

The geometry in XYZ format:
```
13
Properties=species:S:1:pos:R:3
C -1.8088 0.2576 0.0302
N -0.4434 -0.0815 -0.3259
C 0.2340 -1.1877 0.1435
C 1.5556 -0.8616 0.2891
C 1.6966 0.5084 -0.0891
C 0.4603 0.9442 -0.4705
H -1.7949 0.8700 0.9396
H -2.3943 -0.6414 0.2264
H -2.2808 0.8337 -0.7708
H -0.2739 -2.1337 0.2875
H 2.3440 -1.5271 0.6156
H 2.5941 1.1103 -0.0592
H 0.1118 1.9087 -0.8165
```

- frontier orbital gap (eV) = 9.390
- SMILES = Cn1cccc1
- spin multiplicity = 1
- relative energy (zero: lowest compared OMol25 entry of this formula, charge and spin) (kcal per mole) = 11.54
- LUMO energy (eV) = 1.08

***

(18)
This record from OMol25 describes the molecule C5H7N. The level of theory is ωB97M-V/def2-TZVPD.

The geometry in XYZ format:
```
13
Properties=species:S:1:pos:R:3
C -0.7746 1.1543 -0.2368
C -1.3292 -0.1920 0.0471
C 0.8622 -0.9469 0.4509
C 1.3879 0.2165 -0.3219
N 0.5719 1.3066 0.1213
C -0.4961 -1.1035 0.6517
H -1.4201 1.9144 0.2324
H -0.9702 1.2897 -1.3347
H -2.3201 -0.4646 -0.2933
H 1.5464 -1.7175 0.8115
H 2.4039 0.4119 0.0447
H 1.4371 0.0544 -1.4157
H -0.8990 -1.9234 1.2428
```

- frontier orbital gap (alpha / beta) (eV) = 7.291 / 9.067
- spin multiplicity = 1
- relative energy (zero: lowest compared OMol25 entry of this formula, charge and spin) (kcal per mole) = 85.53
- LUMO energy (alpha / beta) (eV) = -0.13 / -0.03

***

no.,molecular weight (u),maximum force (Eh/bohr)
1,194.02,0.07631
2,194.02,0.07549
3,208.02,0.08581
4,210.01,0.09397
5,245.93,0.08496
6,81.12,0.05645
7,81.12,0.01269
8,81.12,0.06750
9,81.12,0.00955
10,81.12,0.01018
11,81.12,0.01813
12,81.12,0.05650
13,81.12,0.02163
14,81.12,0.03051
15,81.12,0.01921
16,81.12,0.01469
17,81.12,0.00522
18,81.12,0.03029